The following is a DFT calculation (wB97M-V/def2-TZVPD) of a structure of composition C8H24LiN2O3 at a distorted geometry.

## Properties
LUMO energy, hartree: -0.0962
Orbital gap, eV: 9.43
Energy above the lowest of the compared OMol25 structures with the same formula, charge and spin, eV: 11.664

```
! wB97M-V def2-TZVPD RIJCOSX def2/J DEFGRID3
* xyz 1 1
Li 0.0273 0.1670 -0.1353
O 0.6623 0.3034 -1.3448
H 1.2886 1.0269 -1.3201
H 0.7600 -0.0688 -2.2212
C 2.3883 -1.0404 0.4577
C 1.2873 -0.6788 1.4622
C 1.1687 0.8911 1.6471
O 0.9382 1.4897 0.3882
C 1.2739 2.8279 0.1821
N 0.0591 -1.2115 0.9430
H 2.6904 -2.0841 0.3698
H 3.3024 -0.5367 0.7720
H 2.0778 -0.6838 -0.5244
H 1.4855 -1.0483 2.4684
H 2.0630 1.3116 2.1070
H 0.2990 1.1783 2.2381
H 2.3202 2.9367 -0.1033
H 0.9940 3.4458 1.0353
H 0.6274 3.0972 -0.6531
H 0.1724 -2.1734 1.2294
H -0.6052 -1.0682 1.6902
C -2.0599 0.8946 -1.7339
C -2.1162 0.4567 -0.2726
C -1.7348 -1.0723 -0.1241
O -0.5696 -1.2704 -0.8651
C -0.3603 -2.7181 -1.0363
N -1.2113 1.2461 0.5177
H -2.3782 1.9371 -1.7248
H -2.7805 0.2782 -2.2714
H -1.0860 0.7954 -2.2133
H -3.1698 0.5820 -0.0230
H -2.5806 -1.6774 -0.4505
H -1.4761 -1.4638 0.8598
H -0.1100 -3.1555 -0.0698
H 0.4639 -2.9320 -1.7168
H -1.2361 -3.2300 -1.4352
H -1.3491 1.0532 1.4995
H -1.5260 2.1946 0.3715
*
```

These are the Löwdin partial charges, in e, on atoms 1 to 5: atom 1 (Li): 0.433, atom 2 (O): -0.139, atom 3 (H): 0.098, atom 4 (H): 0.131, atom 5 (C): -0.009

=====

The following is a DFT calculation (wB97M-V/def2-TZVPD) of a cluster of 3 separate species, C8H24N2O3 in total at a distorted geometry.

## Properties
LUMO energy, hartree: 0.0317
Structure (SMILES): COC[C@H](C)N.COC[C@H](C)N.O
Orbital gap, eV: 9.91
Energy above the lowest of the compared OMol25 structures with the same formula, charge and spin, eV: 0.000

```
! wB97M-V def2-TZVPD RIJCOSX def2/J DEFGRID3
* xyz 0 1
C -1.0582 -0.4003 1.5005
C -1.5678 1.0154 1.3673
C -2.6555 1.3166 2.3918
O -2.9939 2.6733 2.3528
C -3.8095 3.0666 3.4375
N -0.4301 1.9316 1.5736
H -0.4966 -0.6854 0.6089
H -1.8751 -1.1212 1.5933
H -0.3998 -0.5352 2.3587
H -2.0053 1.2620 0.3982
H -2.3524 1.0044 3.4027
H -3.5422 0.7167 2.1232
H -4.0231 4.1242 3.3093
H -3.2785 2.8842 4.3778
H -4.7580 2.5174 3.4448
H 0.1009 1.6987 2.4099
H -0.7759 2.8602 1.8072
C 3.4685 -3.1289 -1.8986
C 2.7174 -1.8184 -2.0758
C 1.2736 -1.9092 -1.6234
O 0.5420 -0.7609 -1.9717
C -0.1153 -0.7940 -3.2326
N 3.4371 -0.7531 -1.3019
H 3.4597 -3.4614 -0.8590
H 4.5323 -2.9830 -2.0973
H 3.0716 -3.8627 -2.6030
H 2.7389 -1.5551 -3.1412
H 1.2220 -2.0271 -0.5351
H 0.8410 -2.8560 -1.9806
H -0.7515 -1.6777 -3.2889
H 0.6100 -0.7253 -4.0476
H -0.7041 0.1210 -3.2722
H 2.7870 -0.0071 -1.0595
H 4.0760 -0.3761 -1.9932
O 1.1830 1.6109 -0.6945
H 0.7701 1.8595 0.1594
H 0.7620 0.7755 -0.9407
*
```

These are the Löwdin partial charges, in e, on atoms 1 to 5: atom 1 (C): -0.048, atom 2 (C): -0.405, atom 3 (C): -0.240, atom 4 (O): -0.195, atom 5 (C): -0.101

=====

The following is a DFT calculation (wB97M-V/def2-TZVPD) of a cluster of 5 separate species, C8H24N5O6 in total at a distorted geometry.

## Properties
LUMO energy, hartree: -0.1356
Orbital gap, eV: 8.71

```
! wB97M-V def2-TZVPD RIJCOSX def2/J DEFGRID3
* xyz 1 1
C -1.5297 -3.7276 -2.0299
C -1.2191 -3.2638 -0.5520
N -0.2416 -3.8777 0.3305
C -0.3450 -3.0537 1.5165
N 0.4470 -3.3200 2.5821
C 0.3826 -2.4606 3.7738
O -0.7383 -2.7599 4.6508
N -0.6147 -1.8411 5.6883
O -1.2989 -0.8971 5.4450
N -1.3276 -1.9970 1.4086
N -1.8278 -2.1877 0.1597
H -1.7918 -2.8178 -2.6797
H -0.6385 -4.2234 -2.5460
H -2.4343 -4.4321 -2.0104
H 1.0718 -4.1378 2.4948
H 0.2986 -1.3691 3.4210
H 1.3357 -2.5882 4.4026
H -1.5907 -1.3051 2.1232
H -2.5800 -1.6277 -0.2711
C 0.5409 1.0964 -0.4872
O 0.7435 -0.0015 0.3987
H 1.3243 1.8337 -0.3221
H 0.5864 0.7455 -1.5212
H -0.4329 1.5526 -0.2890
H 0.0363 -0.6346 0.2283
C -3.3682 3.4582 0.2132
O -3.3138 2.0809 0.5682
H -3.6747 3.5397 -0.8292
H -4.0953 3.9737 0.8446
H -2.3812 3.9106 0.3358
H -3.0414 2.0367 1.4922
C 2.5044 5.0375 -0.6602
O 1.8562 3.9328 -1.2794
H 2.6316 4.8202 0.4001
H 3.4846 5.1942 -1.1165
H 1.8930 5.9358 -0.7738
H 1.7556 4.1492 -2.2141
C 3.1255 -0.4392 -3.8823
O 1.9640 0.3769 -3.8076
H 2.8362 -1.4300 -4.2323
H 3.8394 -0.0028 -4.5848
H 3.5817 -0.5247 -2.8927
H 2.2464 1.2453 -3.4965
*
```

These are the Löwdin partial charges, in e, on atoms 1 to 5: atom 1 (C): -0.002, atom 2 (C): -0.171, atom 3 (N): 0.172, atom 4 (C): -0.233, atom 5 (N): 0.106

=====

The following is a DFT calculation (wB97M-V/def2-TZVPD) of a cluster of 5 separate species, C8H24NO11 in total at a distorted geometry.

## Properties
LUMO energy, hartree: 0.1007
Orbital gap, eV: 9.40
Energy above the lowest of the compared OMol25 structures with the same formula, charge and spin, eV: 0.000

```
! wB97M-V def2-TZVPD RIJCOSX def2/J DEFGRID3
* xyz -1 1
N -7.1922 -10.1583 -6.4676
O -6.9123 -10.2730 -7.6789
O -7.7967 -11.0598 -5.8429
O -6.8036 -9.1336 -5.8344
C -3.4822 -8.8576 -6.1822
C -2.6604 -9.7743 -5.3057
O -1.5014 -9.1697 -4.7456
O -4.2770 -7.9662 -5.4046
H -4.0882 -9.4505 -6.8684
H -2.7681 -8.2268 -6.7199
H -2.2366 -10.5454 -5.9613
H -3.2669 -10.3302 -4.5842
H -1.7781 -8.4927 -4.1173
H -5.2037 -8.2230 -5.5446
C -9.0345 -10.1699 -2.4844
C -7.5355 -10.3979 -2.5997
O -6.9018 -10.6276 -1.3415
O -9.6380 -11.0154 -1.5281
H -9.4758 -10.3610 -3.4635
H -9.1848 -9.1051 -2.2708
H -7.0743 -9.5962 -3.1804
H -7.3500 -11.2841 -3.2150
H -6.2824 -9.9201 -1.1587
H -8.9415 -11.5215 -1.0981
C -9.3582 -5.8391 -5.9084
C -9.0889 -5.6173 -4.4577
O -10.1851 -6.1199 -3.6644
O -9.5596 -7.2326 -6.1997
H -8.5864 -5.4542 -6.5832
H -10.2678 -5.3343 -6.2394
H -8.9655 -4.5750 -4.1530
H -8.1663 -6.1043 -4.1093
H -10.3189 -7.0150 -4.0217
H -8.6834 -7.6089 -6.0172
C -6.3493 -14.1682 -7.9292
C -6.0591 -13.9269 -6.4403
O -7.2790 -13.8230 -5.7311
O -6.4084 -13.0604 -8.7569
H -7.2124 -14.8487 -7.9596
H -5.6260 -14.8630 -8.3836
H -5.5307 -12.9808 -6.2847
H -5.4646 -14.7314 -6.0155
H -7.6810 -12.9334 -5.8027
H -6.7362 -12.2512 -8.3194
*
```

These are the Löwdin partial charges, in e, on atoms 1 to 5: atom 1 (N): -0.538, atom 2 (O): -0.014, atom 3 (O): -0.034, atom 4 (O): -0.076, atom 5 (C): -0.245

=====

The following is a DFT calculation (wB97M-V/def2-TZVPD) of a cluster of 3 separate species, C8H24NO3P2S in total at a distorted geometry.

## Properties
LUMO energy, hartree: 0.1027
Orbital gap, eV: 7.11

```
! wB97M-V def2-TZVPD RIJCOSX def2/J DEFGRID3
* xyz -1 1
O 4.3439 -1.9465 0.1070
P 2.9975 -1.1059 -0.1771
N 1.6914 -2.3074 -0.3467
P 0.0772 -1.5536 -0.4197
S -0.3614 -0.4350 1.1339
H 3.2525 -0.3372 -1.3754
H 2.8561 -0.2077 0.9476
H -0.8907 -2.6584 -0.3844
H -0.1976 -0.8619 -1.6825
C -5.2278 -3.4227 1.5673
C -4.4759 -2.3476 0.8013
O -4.0991 -2.7467 -0.5132
C -5.1598 -3.0766 -1.4080
C -6.1047 -1.9176 -1.6764
H -4.6658 -4.3623 1.5671
H -5.3924 -3.1104 2.6018
H -6.2043 -3.6259 1.1178
H -3.5470 -2.1222 1.3349
H -5.0480 -1.4152 0.7665
H -5.7034 -3.9555 -1.0459
H -4.6890 -3.3688 -2.3518
H -6.6668 -1.6422 -0.7796
H -6.8272 -2.1863 -2.4524
H -5.5499 -1.0322 -2.0011
C 4.9645 4.1997 -1.3105
C 3.7352 3.4463 -0.8321
O 4.0435 2.3036 -0.0392
C 4.7497 2.5431 1.1768
C 3.9878 3.4228 2.1534
H 5.6604 3.5227 -1.8165
H 4.6793 4.9951 -2.0039
H 5.5033 4.6581 -0.4759
H 3.1877 3.0785 -1.7058
H 3.0511 4.1095 -0.2935
H 5.7427 2.9533 0.9654
H 4.9093 1.5644 1.6399
H 3.8767 4.4421 1.7728
H 4.5177 3.4802 3.1085
H 2.9832 3.0267 2.3295
*
```

These are the Löwdin partial charges, in e, on atoms 1 to 5: atom 1 (O): -0.630, atom 2 (P): 0.478, atom 3 (N): -0.546, atom 4 (P): 0.067, atom 5 (S): -0.124